Density functional theory data (wB97M-V/def2-TZVPD) for a cluster of 5 separate species, C23H48F3O14 in total at a distorted geometry.

Structure (ORCA input):
```
! wB97M-V def2-TZVPD RIJCOSX def2/J DEFGRID3
* xyz -1 1
O 0.5091 -1.6251 -1.4488
C 0.4969 -0.5887 -0.6439
O 1.5516 -0.3116 -0.1154
O -0.4483 0.1921 -0.5039
H 1.4153 -1.7802 -1.1723
C -2.0658 -3.4637 3.1982
O -2.9532 -3.4801 2.0980
C -2.5515 -4.3011 1.0192
C -2.0921 -3.5129 -0.2668
O -3.2032 -3.0761 -1.0432
C -2.8594 -2.3862 -2.2306
C -4.1940 -1.8597 -2.9288
O -5.1345 -2.9287 -3.1738
C -6.3263 -2.4207 -3.6522
H -1.6536 -4.3993 3.5762
H -2.7397 -3.1815 4.0070
H -1.2817 -2.7140 3.0921
H -3.5182 -4.7287 0.7531
H -1.8999 -5.1209 1.3215
H -1.3806 -4.1250 -0.8211
H -1.5479 -2.5833 -0.1003
H -2.3523 -3.0449 -2.9357
H -2.1903 -1.5503 -2.0265
H -4.0293 -1.3827 -3.8949
H -4.6570 -1.0988 -2.3005
H -6.7593 -1.5243 -3.2083
H -7.2195 -3.0449 -3.6760
H -6.2250 -2.1927 -4.7133
C -2.3998 3.9030 3.2003
O -2.0574 2.6394 2.5183
C -2.8962 2.2159 1.4181
C -2.9424 3.2331 0.2327
O -1.7042 3.7441 -0.0756
C -1.6975 4.5004 -1.2975
C -0.2211 4.7912 -1.6128
O 0.6130 3.6167 -1.5728
C 0.3316 2.5980 -2.5834
H -3.4345 3.7710 3.5168
H -2.3290 4.7060 2.4666
H -1.7321 4.0786 4.0437
H -3.9184 1.9556 1.6927
H -2.4625 1.3152 0.9838
H -3.6445 4.0374 0.4521
H -3.3489 2.6404 -0.5868
H -2.1587 5.4559 -1.0479
H -2.2455 4.0717 -2.1365
H 0.1198 5.5488 -0.9071
H -0.0559 5.2475 -2.5888
H 1.2683 2.0459 -2.5075
H 0.2046 2.9537 -3.6058
H -0.5535 1.9884 -2.4013
C -0.1673 0.5805 4.0401
O 1.1950 0.8884 3.7134
C 1.8351 -0.2049 3.2007
C 3.3145 -0.0069 2.7810
O 3.3522 1.3442 2.3095
C 4.6882 1.8511 2.0249
C 4.5765 3.3571 1.6473
O 3.6086 3.7256 0.6147
C 3.8542 5.0167 0.1022
H -0.7488 0.1379 3.2314
H -0.6959 1.4761 4.3669
H -0.1505 -0.1797 4.8211
H 1.3305 -0.7225 2.3849
H 1.7745 -1.0778 3.8507
H 3.6783 -0.6634 1.9906
H 4.0358 -0.2087 3.5729
H 5.1634 1.4355 1.1364
H 5.2775 1.6823 2.9262
H 5.5619 3.7760 1.4434
H 4.2939 3.8451 2.5801
H 2.9949 5.4036 -0.4456
H 4.7501 4.9768 -0.5175
H 3.9356 5.7449 0.9091
C 5.2132 -2.8280 -1.7735
C 3.7717 -2.4492 -1.5183
O 2.9519 -3.5911 -1.4836
C 2.3120 -4.0114 -2.6544
O 2.5926 -3.6686 -3.8189
C 1.3134 -5.2156 -2.3467
F 0.1020 -5.0034 -2.9479
F 1.8083 -6.3641 -2.8612
F 1.1617 -5.3620 -1.0220
H 5.3869 -3.4566 -2.6469
H 5.5543 -3.4435 -0.9411
H 5.7938 -1.9090 -1.8537
H 3.3811 -1.6344 -2.1279
H 3.7733 -2.0646 -0.4984
*
```

As for the energy above the lowest of the compared OMol25 structures with the same formula, charge and spin: 338.5 kJ/mol. Its orbital gap is 7.03 eV. Its total energy is -61440.5078 eV. The calculation puts the LUMO energy at 0.100 hartree.


Density functional theory data (wB97M-V/def2-TZVPD) for a cluster of 3 separate species, C23H48FN7O5P2 in total at a distorted geometry.

Structure (ORCA input):
```
! wB97M-V def2-TZVPD RIJCOSX def2/J DEFGRID3
* xyz 0 1
N -5.2803 0.6439 -3.6235
C -4.6225 -0.6498 -3.5457
C -3.5034 -0.8881 -4.5390
C -3.4328 -0.3507 -5.7529
C -2.2730 -0.7417 -6.6074
O -1.6811 0.0362 -7.3218
C -1.8448 -2.1823 -6.4844
C -1.4057 -2.9049 -7.7336
C -2.5888 -3.7136 -8.2282
O -2.6111 -4.9147 -8.2801
C -1.8866 -2.7236 -5.2656
C -1.5001 -4.1305 -4.9158
C -2.4104 -4.7541 -3.8615
F -2.3640 -6.1305 -4.0210
C -2.3847 -1.8241 -4.1684
O -1.8864 -1.8294 -3.0633
H -4.5956 1.3888 -3.6665
H -5.8693 0.7119 -4.4417
H -5.3803 -1.4022 -3.7849
H -4.2605 -0.8415 -2.5375
H -4.1649 0.3421 -6.1471
H -1.1750 -2.1515 -8.4903
H -0.5610 -3.5639 -7.5499
H -3.4805 -3.1186 -8.5165
H -0.4772 -4.1301 -4.5274
H -1.5105 -4.7779 -5.7911
H -2.0595 -4.5439 -2.8543
H -3.4545 -4.4646 -3.9912
C -1.5943 -1.5384 0.5950
N -2.3024 -0.3036 0.8676
C -2.7035 0.4689 -0.2982
P -2.7880 0.2745 2.3724
O -4.2034 0.6733 2.2503
N -2.8093 -0.9435 3.5578
C -1.9353 -2.0987 3.5738
C -4.1016 -1.2456 4.1638
N -1.3285 0.9385 2.9054
C -1.4611 1.6383 4.1995
C -0.6524 1.8509 1.9631
H -0.7243 -1.6729 1.2384
H -1.2070 -1.5327 -0.4238
H -2.2429 -2.4153 0.6926
H -2.0170 1.3052 -0.4868
H -3.7064 0.8832 -0.1811
H -2.7077 -0.1646 -1.1835
H -2.2600 -2.8852 2.8836
H -1.9209 -2.5303 4.5785
H -0.9080 -1.8206 3.3444
H -4.7282 -1.8862 3.5312
H -4.6555 -0.3358 4.3735
H -3.9341 -1.7601 5.1133
H -2.0926 2.5301 4.1259
H -0.4724 1.9423 4.5441
H -1.8886 0.9700 4.9441
H -1.2966 2.6701 1.6240
H -0.2864 1.3066 1.0953
H 0.2249 2.2786 2.4460
C 6.5585 1.4001 1.4658
N 5.2407 1.9953 1.3720
C 4.7652 2.3172 0.0328
P 4.1611 2.2616 2.6382
O 2.8502 1.7380 2.2084
N 4.5404 1.3303 4.0053
C 5.8746 0.9138 4.3892
C 3.5396 0.3541 4.4290
N 4.8034 3.6913 3.2727
C 3.9908 4.2459 4.3755
C 5.0523 4.7698 2.2975
H 7.1577 1.8442 2.2606
H 7.1081 1.5841 0.5424
H 6.5203 0.3178 1.6192
H 4.8769 3.3826 -0.2055
H 3.7113 2.0596 -0.0769
H 5.3185 1.7486 -0.7141
H 6.2303 0.0521 3.8147
H 5.8760 0.6273 5.4440
H 6.5881 1.7303 4.2932
H 3.5619 -0.5635 3.8293
H 2.5384 0.7701 4.3695
H 3.7267 0.0875 5.4717
H 3.0061 4.5836 4.0357
H 4.5140 5.0941 4.8161
H 3.8531 3.4949 5.1503
H 4.1682 5.0328 1.7078
H 5.8569 4.4893 1.6208
H 5.3788 5.6594 2.8350
*
```

Its orbital gap is 7.05 eV. Its total energy is -66592.7107 eV. The calculation puts the LUMO energy at -0.041 hartree. As for the SMILES: NCC1=CC(=O)C(CC=O)=C(CCF)C1=O.CN(C)P(=O)(N(C)C)N(C)C.CN(C)P(=O)(N(C)C)N(C)C.


Density functional theory data (wB97M-V/def2-TZVPD) for a structure of composition C23H48FO19V2 at a distorted geometry.

Structure (ORCA input):
```
! wB97M-V def2-TZVPD RIJCOSX def2/J DEFGRID3
* xyz 1 9
V 3.5175 -0.9059 1.6313
V -3.6777 -2.9697 1.8170
F -3.7067 -4.9685 1.9827
C -0.1973 -1.8117 3.4136
C 1.1631 -1.7165 3.0877
C 1.9738 -3.0287 2.8907
O 3.1366 -2.8029 2.5592
C 1.2803 -4.2965 2.9702
C -0.0833 -4.3258 3.1753
C -0.8468 -3.0472 3.4262
O -2.0982 -2.9584 3.3824
O -0.6797 -5.4233 3.2567
O 1.8125 -0.7001 2.7752
H -0.7525 -0.8914 3.5243
H 1.9320 -5.1338 2.7466
C 0.0027 -2.0923 -0.0432
C 0.6794 -0.8814 -0.0316
C -0.0605 0.3979 0.1981
O 0.5533 1.4982 0.1757
C -1.4079 0.4352 0.5159
C -2.1341 -0.8120 0.7047
C -1.3811 -2.1159 0.2936
O -2.0373 -3.1509 0.4626
O -3.1458 -0.9300 1.3920
O 1.9365 -0.9150 -0.0582
H 0.5276 -3.0196 -0.2111
H -1.9331 1.3610 0.7161
C -2.2124 2.9727 -1.8922
O -3.2810 3.2301 -2.8051
H -1.2650 3.1814 -2.4086
H -2.1573 3.5593 -0.9732
H -2.1880 1.8949 -1.7200
H -3.2701 4.1860 -2.9339
C -0.1352 -6.0211 -0.8728
O -1.0788 -5.7485 0.1563
H 0.5399 -5.1609 -0.9697
H 0.4304 -6.9270 -0.6758
H -0.6734 -6.0976 -1.8214
H -1.1886 -4.8010 0.2946
C 3.8934 2.3779 2.4324
O 3.1461 1.3551 1.7589
H 3.2248 3.1844 2.7308
H 4.2990 1.9828 3.3638
H 4.7058 2.7133 1.7876
H 2.3753 1.7426 1.3210
C -3.4543 3.0343 2.7996
O -3.2265 4.4353 2.7885
H -3.8686 2.7209 1.8376
H -2.5536 2.4628 3.0560
H -4.1214 2.8214 3.6355
H -2.3873 4.5705 2.3290
C 4.0015 -3.3930 -0.5259
O 4.6262 -2.5030 0.4507
H 3.0396 -3.6461 -0.0879
H 3.8782 -2.9182 -1.4976
H 4.6020 -4.2898 -0.6666
H 5.5530 -2.7524 0.3798
C 4.7426 0.7067 -1.0592
O 5.0316 0.0829 0.2009
H 5.4086 0.3673 -1.8532
H 3.7560 0.4168 -1.4233
H 4.7391 1.7880 -0.9242
H 5.9772 0.2040 0.3362
C 0.7753 0.5863 -3.4961
O 0.3891 -0.6556 -4.0147
H 1.7623 0.9393 -3.8052
H 0.0985 1.4105 -3.7554
H 0.8254 0.5604 -2.3966
H -0.5864 -0.6576 -3.9873
C -2.9741 -1.3570 -3.0013
O -2.4315 -0.5111 -3.9824
H -2.4548 -2.3113 -2.9344
H -2.9981 -0.9071 -1.9939
H -4.0341 -1.5693 -3.1710
H -2.9895 0.2727 -4.0620
C 1.8601 4.0213 -2.1058
O 1.2559 5.2620 -1.7987
H 1.9481 3.9288 -3.1942
H 2.8456 3.9916 -1.6481
H 1.2619 3.1466 -1.8236
H 0.6916 5.5851 -2.5015
C 0.5038 4.4052 1.6332
O -0.7588 3.8803 1.2489
H 0.9545 4.9200 0.7797
H 0.3785 5.1835 2.3865
H 1.1816 3.6598 2.0593
H -0.5491 3.1840 0.6154
C -5.6068 0.9154 -1.1542
O -5.0977 1.1380 -2.4594
H -6.4632 0.2537 -1.0641
H -4.7348 0.5109 -0.6190
H -5.8999 1.8391 -0.6437
H -4.4360 1.8466 -2.4126
*
```

Its orbital gap (spin up / spin down) is 6.27 / 5.08 eV. Its total energy is -117611.2816 eV. The calculation puts the LUMO energy (spin up / spin down) at -0.177 / -0.246 hartree.


Density functional theory data (wB97M-V/def2-TZVPD) for a structure of composition C23H48NOP3RuS at a distorted geometry.

Structure (ORCA input):
```
! wB97M-V def2-TZVPD RIJCOSX def2/J DEFGRID3
* xyz 3 6
Ru -0.0560 0.2446 -0.6670
P 1.5881 1.3343 0.2616
P -1.2064 0.3362 1.2249
P -1.0176 1.9430 -1.5509
H 0.6356 -2.6618 -6.1483
C 0.5361 -1.5740 -6.1784
C 1.5924 -0.8048 -5.8553
H 2.4788 -1.2216 -5.3217
C 2.7866 0.2269 1.0693
C 1.3765 2.6491 1.5627
C 2.5972 2.2389 -0.9791
C -2.5828 -0.8297 0.9739
C -0.4547 -0.3115 2.7835
C -2.0527 1.8426 1.9179
C -0.4477 2.1264 -3.2767
C -0.9033 3.6719 -0.9120
C -2.8111 1.7011 -1.6720
H -0.3496 -1.1997 -6.7502
H 1.8060 0.1083 -6.4141
H 2.7224 -0.7790 0.6416
H 2.5743 0.1432 2.1401
H 3.7950 0.6270 0.9368
H 1.1354 2.2143 2.5424
H 0.5908 3.3742 1.3017
H 2.3336 3.1884 1.6385
H 3.0693 1.5163 -1.6582
H 3.3769 2.8132 -0.4603
H 1.9881 2.9286 -1.5794
H -3.3617 -0.6238 1.7130
H -2.2498 -1.8655 1.0923
H -3.0014 -0.7125 -0.0316
H -0.9773 0.0976 3.6580
H 0.6042 -0.0395 2.8621
H -0.5203 -1.4073 2.8257
H -2.6474 1.5380 2.7906
H -2.7377 2.3124 1.2015
H -1.3389 2.6052 2.2569
H -0.9749 2.9517 -3.7731
H -0.6334 1.1774 -3.8036
H 0.6338 2.3188 -3.2711
H -1.4278 4.3146 -1.6369
H 0.1508 3.9886 -0.8369
H -1.3819 3.7583 0.0738
H -3.1952 2.3772 -2.4439
H -3.3061 1.9098 -0.7211
H -3.0193 0.6650 -1.9540
C 1.0356 -2.5720 -3.1614
C -0.2970 -2.1677 -3.3580
C -1.2799 -3.1184 -3.6226
C -0.9240 -4.4712 -3.6362
C 0.4103 -4.8903 -3.4729
C 1.3806 -3.9418 -3.2202
S 2.3684 -1.4973 -2.8242
H 3.2958 -2.0888 -3.5546
H -0.5344 -1.0941 -3.3380
H -2.2860 -2.7587 -3.8033
H -1.6703 -5.2727 -3.7601
H 0.6544 -5.9360 -3.5227
H 2.4344 -4.1871 -3.0404
O 1.0167 -2.2145 0.5577
C 0.9316 -3.1093 1.4255
C 2.1263 -3.6830 2.1704
C 2.1388 -3.4202 3.6908
C 1.2758 -4.3867 4.5052
C -0.2167 -4.3052 4.1849
C -0.5393 -4.6859 2.7414
N -0.2979 -3.6065 1.7823
H 2.1479 -4.7720 1.9668
H 3.0261 -3.2336 1.7328
H 3.1771 -3.5012 4.0403
H 1.8352 -2.3895 3.9251
H 1.6355 -5.4110 4.3181
H 1.4208 -4.1754 5.5720
H -0.7377 -5.0229 4.8317
H -0.6139 -3.3049 4.4194
H 0.0413 -5.5757 2.4579
H -1.6070 -4.9427 2.6626
H -1.0065 -3.4661 1.0676
*
```

As for the energy above the lowest of the compared OMol25 structures with the same formula, charge and spin: 79.3 kJ/mol. Its orbital gap (spin up / spin down) is 6.90 / 4.78 eV. Its total energy is -69420.9609 eV. The calculation puts the LUMO energy (spin up / spin down) at -0.327 / -0.452 hartree.


Density functional theory data (wB97M-V/def2-TZVPD) for a structure of composition C23H49AuN4P3Se at a distorted geometry.

Structure (ORCA input):
```
! wB97M-V def2-TZVPD RIJCOSX def2/J DEFGRID3
* xyz 3 3
Au 1.1951 -0.1993 -0.1589
P 2.6617 0.6759 1.8255
P 1.5001 1.5415 -1.7541
P 2.8519 -1.7961 -0.9373
H -1.3637 -1.0484 0.5087
C -0.4370 -1.6225 0.5601
C 0.3858 -1.4301 1.6897
H 0.0285 -0.7745 2.4906
C 1.8473 1.5956 3.1674
C 3.9972 1.8041 1.3106
C 3.5461 -0.6322 2.7366
C 0.4671 1.1373 -3.1941
C 0.9688 3.2189 -1.3181
C 3.1720 1.7636 -2.4386
C 2.8400 -3.3110 0.0680
C 4.6013 -1.2858 -0.9834
C 2.4580 -2.3380 -2.6233
H -0.4135 -2.5876 0.0401
H 1.0936 -2.2069 1.9898
H 0.9064 1.1043 3.4490
H 1.6401 2.6219 2.8435
H 2.5121 1.6214 4.0422
H 3.5702 2.6635 0.7778
H 4.6959 1.2777 0.6502
H 4.5372 2.1621 2.1986
H 2.8302 -1.3891 3.0779
H 4.0357 -0.1841 3.6120
H 4.3010 -1.1107 2.1041
H 0.6487 1.8171 -4.0363
H -0.5891 1.2055 -2.8967
H 0.6666 0.1048 -3.5109
H 1.4187 3.9430 -2.0218
H 1.2867 3.4826 -0.3026
H -0.1218 3.3058 -1.3850
H 3.1764 2.6376 -3.1093
H 3.4735 0.8799 -3.0151
H 3.9011 1.9421 -1.6368
H 3.4415 -4.0786 -0.4407
H 1.8101 -3.6721 0.1849
H 3.2682 -3.1085 1.0590
H 5.1951 -2.1028 -1.4206
H 4.9736 -1.0836 0.0311
H 4.7251 -0.3852 -1.6002
H 3.0077 -3.2645 -2.8509
H 2.7474 -1.5550 -3.3384
H 1.3727 -2.5184 -2.7059
C -2.6143 -3.3969 -2.7561
C -2.9313 -3.9109 -1.4919
C -3.8167 -4.9879 -1.3613
C -4.4141 -5.5489 -2.5015
C -4.1429 -5.0087 -3.7685
C -3.2569 -3.9301 -3.8983
Se -1.2442 -2.0419 -2.9333
H -1.2571 -1.3231 -1.5767
H -2.4626 -3.4662 -0.6105
H -4.0361 -5.3863 -0.3733
H -5.0926 -6.3999 -2.3997
H -4.6244 -5.4319 -4.6503
H -3.0479 -3.5085 -4.8774
C -2.1124 1.1482 2.5549
N -1.6003 1.8049 1.3440
C -1.2763 3.2016 1.6682
N -2.4498 3.9539 2.1553
C -2.9608 3.2593 3.3624
N -3.3134 1.8298 3.0953
C -4.3431 1.8390 2.0280
N -3.8796 2.5069 0.7905
C -2.6689 1.7995 0.3229
C -3.5050 3.9031 1.1121
H -1.3237 1.1617 3.3217
H -2.3899 0.1113 2.3038
H -0.9155 3.6853 0.7485
H -0.4994 3.2146 2.4515
H -3.8830 3.7662 3.6980
H -2.1758 3.2924 4.1276
H -4.6023 0.7959 1.7805
H -5.2193 2.3711 2.4192
H -2.2916 2.3032 -0.5738
H -2.9515 0.7623 0.0838
H -4.4002 4.4308 1.4706
H -3.1283 4.3792 0.1952
*
```

As for the energy above the lowest of the compared OMol25 structures with the same formula, charge and spin: 89.5 kJ/mol. Its orbital gap (spin up / spin down) is 6.79 / 3.02 eV. Its total energy is -127483.7070 eV. The calculation puts the LUMO energy (spin up / spin down) at -0.306 / -0.444 hartree.